Record 1
Computed, not measured: the ion C8H9Cl2N2 with charge +1, with ωB97M-V with the def2-TZVPD basis set.

Properties
Energy above the lowest of the compared OMol25 structures with the same formula, charge and spin = 305.3 kJ/mol
Structure (SMILES) = C=C=C(Cl)NC(Cl)=[N+]=C(C)C=C
F_max = 9.5 eV Å⁻¹
Net charge = +1

XYZ file:
```
21
Properties=species:S:1:pos:R:3:forces:R:3
H 2.7549 1.2463 -0.8981 -0.766 -0.375 1.326
C -4.1971 2.0342 0.4007 0.722 0.316 -0.913
H 2.2183 -1.6129 1.5873 -1.628 -1.651 2.783
N 0.4618 -0.6667 0.3158 0.651 -1.549 -0.018
H 1.2831 0.9641 -1.6812 -1.053 -0.376 -0.037
Cl -4.2751 -1.6677 -0.4994 0.590 0.779 -0.165
C 3.9286 -1.1095 0.7068 0.497 -0.001 -0.103
H -4.6805 1.8940 1.2933 -1.184 -0.077 2.229
C 2.0329 0.4287 -1.1407 2.633 0.153 -0.502
H -4.2094 2.9594 -0.0950 -0.490 1.224 -0.599
C -3.4190 1.1308 -0.0573 1.357 -9.316 -1.266
H 4.6272 -1.3357 1.5213 -0.560 -0.256 -0.398
C -3.1074 -0.4625 -0.1087 -1.376 6.483 0.398
C 2.6134 -1.2651 0.7326 2.388 0.512 -0.126
H 4.3300 -0.7024 -0.1803 0.854 0.565 -0.745
C -0.7025 -0.1697 0.1616 -0.431 2.459 -0.308
H 2.7708 0.0631 -1.8598 -0.528 -0.964 -0.448
Cl -0.8498 1.6346 0.2970 0.492 -2.142 0.117
N -1.7757 -0.9214 -0.0939 0.357 1.960 0.428
C 1.6990 -0.5866 -0.0675 -2.007 3.039 -1.616
H -1.5036 -1.8548 -0.3344 -0.520 -0.784 -0.038
```
Forces are in eV/Å.

---

Record 2
Computed, not measured: the molecule C8H9Cl2NO2S, with ωB97M-V with the def2-TZVPD basis set.

Properties
Energy above the lowest of the compared OMol25 structures with the same formula, charge and spin = 0.0 kJ/mol
Structure (SMILES) = CNC(Cl)(Cl)S(=O)(=O)c1ccccc1
F_max = 3.8 eV Å⁻¹
Net charge = 0

XYZ file:
```
23
Properties=species:S:1:pos:R:3:forces:R:3
H -1.4676 -1.4341 1.3535 -0.142 -0.013 2.402
H -1.9401 -3.6792 0.8747 -0.111 0.369 -1.106
C -2.1612 -2.9882 0.0173 2.146 1.321 2.182
Cl -3.6578 -0.1912 -0.0721 0.074 -0.048 -0.282
Cl -1.4610 -0.4877 -1.9811 0.049 -0.330 -0.111
H 1.4628 0.4101 2.1931 -1.074 -0.135 -1.340
N -1.4803 -1.6948 0.4207 0.055 -0.102 -2.525
H 0.1251 1.8722 -1.6287 -0.113 0.584 -0.420
C 2.8769 0.7170 0.7569 -0.785 1.107 -3.515
H -3.2218 -2.8139 -0.0002 -0.444 -0.258 -0.763
C 3.2190 1.2393 -0.5310 -0.762 -0.317 1.138
C 0.9597 1.6430 -0.9998 -1.754 -0.664 0.353
C 0.6275 1.1138 0.2369 -2.740 0.343 -0.953
C 2.2531 1.7083 -1.3971 -0.219 -0.010 1.060
O -1.3398 0.6023 1.9498 0.168 0.184 1.408
O -1.8387 2.1969 0.0587 1.239 -1.689 0.573
H -1.5713 -3.2159 -0.8664 -0.953 -0.794 -0.299
H 4.1416 1.3986 -0.9955 2.045 -0.403 0.454
C 1.5485 0.6552 1.1030 1.274 -0.139 2.761
H 3.4484 0.2739 1.4823 2.386 -0.537 1.120
H 2.4765 2.1953 -2.3083 0.503 0.131 -0.859
C -1.8390 -0.5395 -0.2665 -0.641 0.618 0.187
S -1.1606 1.0186 0.5997 -0.202 0.783 -1.465
```
Forces are in eV/Å.

---

Record 3
Computed, not measured: the molecule C8H9ClO2, with ωB97M-V with the def2-TZVPD basis set.

Properties
Energy above the lowest of the compared OMol25 structures with the same formula, charge and spin = 240.6 kJ/mol
Structure (SMILES) = CO\C(Cl)=C/C=C\C=C\C=O
F_max = 5.0 eV Å⁻¹
Net charge = 0

XYZ file:
```
20
Properties=species:S:1:pos:R:3:forces:R:3
H -2.1719 1.8087 -1.5941 -2.639 0.593 -1.527
H 1.7812 2.5247 -0.5132 -0.648 0.016 0.028
C 0.9924 1.7631 -0.5795 -0.821 1.575 -0.039
C -1.6480 0.1393 -0.3639 -2.230 1.882 -1.266
H -0.4643 -2.4472 0.8123 -1.502 1.593 0.709
C 1.4622 0.4741 -0.3414 2.867 -1.614 -0.360
H -2.1958 -1.7853 1.3618 2.026 0.275 -0.271
C 1.0415 -0.6483 -0.9475 0.495 1.107 0.350
Cl -3.1884 -0.7079 -0.6057 0.415 0.408 -0.245
H -0.3064 3.0984 -1.1581 -0.788 4.124 -1.108
C -0.2870 2.1393 -0.9091 2.605 -3.710 1.123
H 2.4710 0.3619 0.1034 -0.777 0.297 0.564
O -0.8371 -0.4126 0.4859 0.338 0.942 0.540
C -1.0684 -1.5494 1.2642 -0.113 -2.971 2.221
H -0.6401 -1.4498 2.3811 -0.881 0.417 -2.665
H 2.1328 -1.9655 0.5447 -0.736 0.594 -2.150
C -1.4625 1.3588 -1.0321 2.129 -3.320 3.084
C 1.5708 -1.9210 -0.5277 0.365 -1.855 1.142
O 1.3483 -2.9945 -1.0683 0.193 0.816 0.283
H 0.2816 -0.4316 -1.6772 -0.297 -1.169 -0.412
```
Forces are in eV/Å.

---

Record 4
Computed, not measured: the ion C8H9F2N4O4 with charge +1, with ωB97M-V with the def2-TZVPD basis set.

Properties
Structure (SMILES) = CC(=O)OCCc1n[nH]c[n+]1N(C(=O)F)C(=O)F
E = -28019.2679 eV
F_max = 0.9 eV Å⁻¹
Net charge = +1

XYZ file:
```
27
Properties=species:S:1:pos:R:3:forces:R:3
H 1.0484 -0.3686 -0.1580 -0.022 0.034 -0.023
C -1.1875 1.0906 0.1097 0.006 0.333 0.320
H 1.4107 0.4148 -1.7189 -0.094 -0.221 0.100
O 2.4015 1.1873 -0.0905 -0.369 -0.253 0.660
H 0.4399 2.3855 0.2085 -0.095 -0.019 -0.065
O -2.1704 -0.2638 -2.6464 0.052 0.133 -0.034
H -3.6304 -0.9779 0.7229 0.085 0.092 0.020
F -0.4945 -1.7115 -2.8290 -0.310 0.120 0.163
C 1.2358 0.5867 -0.6529 0.371 0.340 -0.299
H -3.8099 1.4012 1.6820 0.078 0.090 -0.009
H 2.8726 -0.3586 2.2640 0.047 0.055 -0.022
N -3.0455 1.0500 1.1183 -0.080 -0.225 -0.060
O -1.6212 -2.7006 0.9528 -0.173 0.023 0.146
C -1.4773 -2.4955 -0.1931 0.455 -0.140 -0.211
C 3.6229 0.2802 1.7848 -0.070 0.123 -0.146
F -1.5368 -3.3994 -1.1524 0.134 0.255 0.245
C -2.9336 -0.1573 0.6268 -0.140 0.044 -0.093
H -0.1620 2.0694 -1.4200 0.075 0.047 0.110
H 3.5000 1.2878 2.1780 0.117 -0.050 0.014
C 3.3542 0.2484 0.3086 0.290 0.036 -0.218
H 4.6066 -0.1317 1.9961 -0.042 0.069 -0.007
O 3.8452 -0.4962 -0.4818 -0.233 -0.071 0.093
N -1.9918 1.8412 0.8104 0.048 -0.141 0.069
C 0.0913 1.5992 -0.4630 -0.046 -0.245 -0.304
C -1.3915 -1.0067 -2.1817 0.321 -0.162 -0.015
N -1.2165 -1.2104 -0.7545 -0.736 -0.182 -0.446
N -1.7598 -0.1642 -0.0206 0.333 -0.083 0.012
```
Forces are in eV/Å.

---

Record 5
Computed, not measured: a cluster of 2 separate species, C8H9F3N2OS in total, with ωB97M-V with the def2-TZVPD basis set.

Properties
Energy above the lowest of the compared OMol25 structures with the same formula, charge and spin = 423.3 kJ/mol
F_max = 3.9 eV Å⁻¹
Net charge = 0

XYZ file:
```
24
Properties=species:S:1:pos:R:3:forces:R:3
F 3.3202 1.3642 -1.1509 0.464 -0.076 0.093
C -1.9894 1.9349 0.7313 -0.650 -1.772 0.012
S 1.4322 -1.5724 -0.0886 0.280 0.997 -2.851
C 0.2070 -0.4915 -2.1264 -1.856 -2.411 -0.869
C 3.0376 0.9857 0.0748 -1.490 -1.258 1.541
N 0.0360 -0.8918 -0.7454 1.266 0.376 -0.195
C -0.8504 -0.1129 0.0059 -0.462 0.143 2.238
H 0.9574 0.2316 -2.3611 0.616 0.553 0.083
O 1.1125 -2.1036 1.1960 0.501 -0.240 0.792
C -2.7103 1.1412 1.7518 2.659 0.849 -2.476
N 1.9427 -2.3889 -1.3360 -2.016 2.324 1.762
H 0.4461 -1.5128 -2.5445 -0.274 1.699 -0.727
H -2.9532 -0.7865 2.5470 -1.261 -1.582 2.043
C -1.0721 1.2609 -0.2010 -1.833 -0.054 3.096
H -1.2932 -1.9012 1.1807 -0.132 1.425 -0.315
C -1.4849 -0.7980 1.0526 -0.329 -1.334 0.373
H 2.7089 -2.9601 -1.1455 1.637 -1.169 0.626
H -2.2903 3.0188 0.6524 0.738 -1.349 -0.126
H -0.8232 -0.1456 -2.4025 1.126 -0.240 -0.289
H -0.4673 1.7331 -0.9290 0.125 0.864 -0.632
F 2.4538 2.0171 0.7372 0.409 -0.920 -0.671
H -3.4165 1.6029 2.3894 -0.601 0.571 0.399
C -2.4030 -0.2086 1.9198 1.431 2.141 -2.963
F 4.0994 0.5835 0.7918 -0.349 0.463 -0.944
```
Forces are in eV/Å.

---

Record 6
Computed, not measured: a cluster of 2 separate species, C8H9F3N3 in total, with ωB97M-V with the def2-TZVPD basis set.

Properties
Energy above the lowest of the compared OMol25 structures with the same formula, charge and spin = 52.2 kJ/mol
F_max = 4.2 eV Å⁻¹
Net charge = +1

XYZ file:
```
23
Properties=species:S:1:pos:R:3:forces:R:3
C -0.6180 1.4917 0.0044 0.327 -2.056 -1.879
H 0.1957 1.2104 -1.9905 -0.576 0.524 -0.846
H 2.8436 -2.6434 -1.1963 -0.270 0.269 -0.441
C 1.3385 -1.1121 1.4647 1.577 -0.401 -1.827
F -3.7425 -0.8934 0.1573 -1.245 -1.031 -0.252
H 1.5267 -0.6428 -2.3935 0.802 -0.527 1.187
C 1.6594 -0.8449 -1.2923 -1.411 1.445 -3.698
C -1.4855 2.6218 -0.1080 0.629 2.983 1.461
C 2.0955 -2.0133 0.6661 0.108 -0.731 2.910
H 2.6168 -2.8782 1.1867 -0.746 1.302 -0.688
F -1.9937 -1.0539 -1.2043 -0.837 -0.231 -1.354
F -1.7194 -1.4691 0.8138 -0.428 -0.059 1.056
H -1.7626 2.9182 -1.1515 -0.452 -0.855 1.161
H 1.4072 -1.0067 2.5207 -0.334 -0.665 0.689
N 0.9400 0.0307 -0.5863 -0.089 -1.532 2.736
N -0.1599 0.9182 1.1337 1.330 -0.673 -0.627
N 0.1643 1.0175 -1.0205 -0.723 1.137 0.607
H -2.2189 2.3462 0.6933 -0.290 1.100 -1.380
C 2.2305 -1.8985 -0.7057 0.850 -1.053 0.976
H -0.8670 3.5805 0.2604 -1.189 -1.864 -0.505
H -0.6975 1.0305 1.9934 0.490 -0.602 -0.188
C 0.7385 -0.1049 0.7549 -1.103 1.262 0.648
C -2.4918 -0.6044 -0.0005 3.580 2.259 0.254
```
Forces are in eV/Å.